Arrangement i

Density functional theory data (wB97M-V/def2-TZVPD) for a cluster of 3 separate species, C5H9N3O in total.

orbital gap	0.29432	hartree

```
18
Properties=species:S:1:pos:R:3:lowdin_charge:R:1
C 1.3020 1.2164 -0.9276 -0.04
C 0.6424 0.4369 0.1805 -0.24
C -0.5328 -0.2765 0.1768 -0.33
C -0.9760 -0.9557 -1.0908 -0.40
C -1.1030 -0.2060 1.3481 -0.13
H 0.6712 0.8748 -1.9788 0.10
H 1.0850 2.3943 -0.9103 0.13
H 2.3219 0.7469 -0.9425 0.09
H -0.3955 -0.1483 -1.9799 0.15
H -2.1102 -1.1048 -1.2974 0.12
H -1.8607 -3.6309 -0.9911 0.17
H 0.6341 -2.4721 -0.4077 0.22
H -1.9835 -0.7969 2.0157 0.19
H 1.2133 2.3192 2.9779 0.27
N -0.5927 -2.3022 -1.4594 -0.10
N -0.3590 0.6250 2.0858 0.05
N 0.6104 1.1179 1.3897 -0.20
O 1.4329 2.1621 1.8111 -0.02
```

Arrangement ii

Density functional theory data (wB97M-V/def2-TZVPD) for a structure of composition C5H9N3O.

orbital gap	0.33281	hartree

```
18
Properties=species:S:1:pos:R:3:lowdin_charge:R:1
C -0.2108 0.2903 1.8670 -0.18
C 0.3660 0.5240 -0.5024 -0.16
C 0.6108 -0.3835 -1.4883 -0.43
C -0.0992 -1.6243 -1.1022 -0.05
C -0.6708 -1.4872 0.1602 -0.08
H -1.2858 3.0944 1.4570 0.01
H -1.9536 1.6038 0.8830 0.21
H 0.1144 -0.5440 2.4405 0.11
H 1.2697 0.7600 0.0288 0.13
H -0.0233 1.6109 -0.7762 0.15
H 0.3832 -0.1235 -2.5476 0.15
H 2.3119 -1.8078 -1.2862 0.22
H -0.0222 -2.5514 -1.8373 0.15
H -0.9733 -2.2329 0.8666 0.11
N -0.9252 2.2712 1.1249 -0.03
N -0.2805 1.4977 2.1524 -0.03
N -0.6546 -0.1198 0.4595 -0.10
O 2.0435 -0.7782 -1.8998 -0.18
```

Referenced to the most stable arrangement, the calculated values in eV are arrangement i 7.094; arrangement ii 0.000.

Arrangement i

Density functional theory data (wB97M-V/def2-TZVPD) for an isolated molecule of C5H9N3O.

orbital gap	0.35685	hartree

```
18
Properties=species:S:1:pos:R:3:lowdin_charge:R:1
C 0.8554 1.9781 -0.1031 -0.06
C -0.0293 0.7515 -0.2754 -0.35
C -1.2851 0.8485 0.1559 -0.02
C -2.1940 -0.3236 0.1347 -0.49
C 1.6099 -1.0916 -0.2957 -0.17
H 0.8568 2.6505 -1.1183 0.13
H 1.8420 1.6113 0.1210 0.05
H 0.4367 2.6000 0.7509 0.09
H -1.7550 1.7750 0.4539 0.12
H -1.3462 -1.2405 -1.5750 0.12
H -2.6310 -1.8962 -0.9139 0.08
H 2.0154 -1.8578 -0.8870 0.09
H 1.3098 -0.8233 1.7093 0.05
H 2.6582 -1.8437 1.3695 0.07
N -1.7779 -1.4491 -0.6147 0.11
N 0.6631 -0.3715 -0.8381 0.06
N 2.0120 -1.1284 1.1122 0.11
O -3.2407 -0.1894 0.8138 0.01
```

Arrangement ii

Density functional theory data (wB97M-V/def2-TZVPD) for a structure of composition C5H9N3O.

orbital gap (spin up / spin down)	0.28251 / 0.28253	hartree

```
18
Properties=species:S:1:pos:R:3:lowdin_charge:R:1
C -1.8161 0.3641 1.1513 -0.05
C 0.2248 -1.9050 0.9060 -0.32
C 1.8293 0.3115 -0.0212 -0.33
C -0.9953 -0.4801 0.2222 -0.37
N 1.8857 0.1031 -1.3585 0.03
N 1.5392 1.6095 0.2863 0.04
C -1.2600 -0.6195 -1.0964 0.06
N 0.4020 -0.6903 0.7384 0.09
O 0.4792 -3.0397 1.0848 0.17
H 1.1835 0.5642 -1.9526 0.09
H 2.0937 -0.8352 -1.6575 0.08
H 1.6998 1.9105 1.2330 0.08
H 1.5634 2.3143 -0.4402 0.08
H -2.7212 0.7252 0.6588 0.08
H -1.2435 1.2358 1.4799 0.07
H -2.0992 -0.2033 2.0414 0.08
H -2.1051 -0.1138 -1.5417 0.06
H -0.6603 -1.2515 -1.7340 0.06
```

Referenced to the most stable arrangement, the calculated values in eV are arrangement i 0.000; arrangement ii 2.699.

Arrangement i

Density functional theory data (wB97M-V/def2-TZVPD) for an isolated molecule of C5H9N3O.

orbital gap (spin up / spin down)	0.26302 / 0.26309	hartree

```
18
Properties=species:S:1:pos:R:3:lowdin_charge:R:1
C 0.6157 -0.3730 2.2121 -0.05
C -0.8867 -0.3812 0.0535 -0.42
C 1.2360 0.2014 -0.2464 -0.44
C 0.4011 -0.3589 0.7409 -0.19
N -1.4369 -1.4459 -0.7407 0.10
C -0.0065 1.4434 -1.9822 0.07
O -1.8961 0.2727 0.6819 0.09
N 0.1271 0.4744 -1.1633 0.03
N 2.4736 0.5055 -0.3305 0.10
H -2.7260 0.0615 0.2291 0.12
H -0.7112 -1.8663 -1.3083 0.09
H -1.8037 -2.1633 -0.1194 0.10
H 2.7029 1.0192 -1.1764 0.01
H 0.2623 0.5491 2.6894 0.08
H 0.1032 -1.2084 2.6961 0.07
H 1.6843 -0.4583 2.4113 0.08
H -0.9550 1.5961 -2.4829 0.08
H 0.8159 2.1320 -2.1643 0.08
```

Arrangement ii

Density functional theory data (wB97M-V/def2-TZVPD) for an isolated molecule of C5H9N3O.

orbital gap	0.35650	hartree

```
18
Properties=species:S:1:pos:R:3:lowdin_charge:R:1
C -1.8728 -0.6199 -0.2030 -0.04
C -0.4430 -0.3725 0.0521 -0.46
C 0.3259 0.4439 -0.7346 -0.01
C -0.1335 1.2515 -1.9246 -0.47
C 0.4457 -0.4583 2.0978 -0.20
H -2.1215 0.1801 -1.0168 0.10
H -1.9375 -1.6691 -0.4671 0.08
H -2.5257 -0.5811 0.7766 0.12
H 1.4652 0.4976 -0.5627 0.13
H 2.0260 1.1771 -2.6053 0.07
H 0.9558 1.9795 -3.6411 0.12
H 0.2553 0.6972 2.4689 0.19
H 1.5739 -0.8778 3.8098 0.04
H 1.0759 -2.2780 2.8608 0.16
N 1.0663 1.4713 -2.7048 0.08
N 0.2094 -1.1672 0.9385 0.07
N 0.8979 -1.2178 3.1981 0.03
O -1.2632 1.5433 -2.3427 0.01
```

Arrangement iii

Density functional theory data (wB97M-V/def2-TZVPD) for an isolated molecule of C5H9N3O.

orbital gap	0.31972	hartree

```
18
Properties=species:S:1:pos:R:3:lowdin_charge:R:1
C -0.4301 -2.2395 -0.2501 -0.20
C -0.5975 -0.8384 -0.3160 -0.15
C 0.5807 -2.8197 0.5926 -0.43
C 1.1009 2.1849 -0.6392 -0.08
C -1.2024 1.8914 0.2526 -0.06
N 0.8908 -3.1785 1.7237 0.17
N 0.2732 0.1112 -0.3666 0.08
N -0.0360 1.4110 -0.3563 -0.34
O 0.8531 -2.8022 -0.7455 0.09
H -1.3580 -2.8035 -0.4914 0.15
H -1.7636 -0.5789 -0.2311 0.15
H 2.0827 1.6496 -0.6635 0.11
H 0.8274 2.6065 -1.5857 0.07
H 1.1193 3.0157 0.0984 0.08
H -1.5239 1.0430 0.7757 0.04
H -0.9054 2.7156 1.0585 0.13
H -1.7170 2.3034 -0.6394 0.11
H 1.8058 -3.6718 1.7832 0.08
```

Referenced to the most stable arrangement, the calculated values in eV are arrangement i 1.138; arrangement ii 0.000; arrangement iii 2.722.